(1)
Below is a molecular structure, C43H56BrF3N9O7RbS, with properties calculated with the ωB97M-V functional and the def2-TZVPD basis.

The charge is -2. For the total energy, the calculation gives -5987.73322 Ha. Its spin multiplicity is 1. For the gap between HOMO and LUMO (alpha / beta), the calculation gives 5.848 / 5.732 eV. For the molar mass, the calculation gives 1065.4 g mol⁻¹. For the energy above the lowest of the compared OMol25 structures with the same formula, charge and spin, the calculation gives 6.8 kcal/mol.

Element x y z (Å)
Rb1 0.49 -0.33 0.20
C1 -1.85 -7.09 -3.99
C2 -2.96 -6.06 -3.76
C3 -4.22 -6.78 -3.26
C4 -3.29 -5.41 -5.10
C5 -2.52 -5.03 -2.72
C6 -2.41 -3.70 -2.98
C7 -1.96 -2.78 -1.99
N1 -1.66 -1.49 -2.22
C8 -2.29 -0.74 -3.13
C9 -3.65 -0.95 -3.51
C10 -4.32 -0.07 -4.30
C11 -3.59 1.07 -4.78
C12 -2.30 1.37 -4.47
C13 -1.59 0.48 -3.53
O1 -0.46 0.74 -3.10
C14 -1.69 2.67 -5.02
C15 -2.17 3.84 -4.15
C16 -0.15 2.68 -5.04
C17 -2.14 2.90 -6.47
C18 -5.78 -0.21 -4.67
C19 -6.58 1.00 -4.18
C20 -5.91 -0.31 -6.20
C21 -6.41 -1.47 -4.06
C22 -1.70 -3.25 -0.63
O2 -1.54 -2.42 0.29
C23 -1.68 -4.70 -0.42
C24 -2.14 -5.50 -1.43
C25 -1.25 -5.27 0.92
C26 0.07 -4.65 1.41
C27 -1.04 -6.78 0.85
C28 -2.37 -4.98 1.93
H1 -2.15 -7.81 -4.75
H2 -1.62 -7.64 -3.08
H3 -0.93 -6.60 -4.33
H4 -4.54 -7.54 -3.97
H5 -5.03 -6.07 -3.12
H6 -4.04 -7.26 -2.30
H7 -3.62 -6.18 -5.81
H8 -2.42 -4.91 -5.54
H9 -4.09 -4.67 -5.01
H10 -2.56 -3.31 -3.98
H11 -4.17 -1.78 -3.06
H12 -4.14 1.77 -5.40
H13 -1.86 3.71 -3.11
H14 -3.26 3.92 -4.17
H15 -1.74 4.78 -4.51
H16 0.28 2.67 -4.04
H17 0.17 3.60 -5.55
H18 0.25 1.83 -5.58
H19 -3.21 3.03 -6.57
H20 -1.83 2.06 -7.10
H21 -1.66 3.80 -6.85
H22 -6.20 1.93 -4.61
H23 -6.54 1.08 -3.10
H24 -7.63 0.91 -4.47
H25 -5.51 0.58 -6.69
H26 -6.95 -0.42 -6.49
H27 -5.35 -1.17 -6.58
H28 -6.38 -1.43 -2.97
H29 -5.89 -2.37 -4.38
H30 -7.45 -1.54 -4.37
H31 -2.17 -6.56 -1.26
H32 0.86 -4.78 0.68
H33 0.37 -5.15 2.33
H34 -0.03 -3.58 1.59
H35 -0.34 -7.04 0.06
H36 -1.98 -7.32 0.67
H37 -0.64 -7.14 1.80
H38 -2.56 -3.92 1.99
H39 -2.08 -5.34 2.93
H40 -3.29 -5.48 1.64
Br1 2.10 -1.79 3.88
C29 1.70 0.04 4.29
C30 1.98 0.50 5.56
C31 1.73 1.84 5.80
C32 1.23 2.62 4.78
C33 0.95 2.04 3.54
N2 1.19 0.74 3.31
C34 0.38 2.90 2.41
O3 1.01 3.97 2.23
O4 -0.62 2.47 1.82
H41 2.39 -0.16 6.31
H42 1.93 2.27 6.77
H43 1.06 3.68 4.89
N3 -0.73 3.24 -1.17
C35 0.45 4.06 -1.42
C36 1.75 3.26 -1.52
N4 1.88 2.40 -0.37
H44 -0.72 2.97 -0.19
H45 -0.60 2.37 -1.70
H46 0.54 4.79 -0.60
H47 0.33 4.63 -2.35
H48 2.59 3.98 -1.64
H49 1.73 2.64 -2.42
H50 1.87 2.95 0.48
H51 2.74 1.86 -0.38
N5 -2.87 -1.99 3.85
C37 -1.65 -1.46 3.62
N6 -1.70 -0.63 2.61
C38 -3.00 -0.71 2.22
N7 -3.75 -1.52 2.94
C39 -3.56 0.04 1.08
C40 -4.94 0.16 0.93
N8 -5.49 0.83 -0.08
C41 -4.63 1.38 -0.93
C42 -3.26 1.26 -0.79
N9 -2.71 0.59 0.21
H52 -3.14 -2.69 4.51
H53 -0.78 -1.71 4.19
H54 -5.60 -0.30 1.65
H55 -5.04 1.95 -1.76
H56 -2.60 1.73 -1.50
F1 3.73 -2.96 -2.04
C43 3.80 -1.67 -1.67
F2 4.98 -1.20 -2.14
F3 2.83 -1.02 -2.32
S1 3.66 -1.46 0.16
O5 3.65 -0.02 0.31
O6 4.81 -2.15 0.68
O7 2.37 -2.08 0.45

(2)
Below is a molecular structure, C32H49ClNO4PPb, with properties calculated with the ωB97M-V functional and the def2-TZVPD basis.

For the total energy, the calculation gives -2598.70377 Ha. Its spin multiplicity is 1. For the gap between HOMO and LUMO (alpha / beta), the calculation gives 5.980 / 7.027 eV. For the molar mass, the calculation gives 785.4 g mol⁻¹. For the energy above the lowest of the compared OMol25 structures with the same formula, charge and spin, the calculation gives 0.9 kcal/mol.

Element x y z (Å)
Pb1 1.03 0.09 1.19
P1 -1.17 -1.20 -0.24
Cl1 0.41 -1.21 3.33
C1 2.13 -1.20 -0.10
H1 2.48 -0.88 -1.09
H2 2.65 -2.10 0.29
C2 -2.50 -0.63 0.94
C3 -0.54 -2.88 0.30
C4 -3.91 -1.17 0.67
H3 -2.14 -1.02 1.91
C5 -4.86 -0.75 1.80
H4 -4.28 -0.77 -0.28
H5 -3.90 -2.27 0.58
C6 -4.88 0.77 2.01
H6 -5.87 -1.11 1.59
H7 -4.52 -1.23 2.73
C7 -3.47 1.35 2.18
H8 -5.36 1.25 1.15
H9 -5.49 1.02 2.89
C8 -2.54 0.91 1.04
H10 -3.51 2.45 2.22
H11 -3.05 1.00 3.13
H12 -2.91 1.32 0.09
H13 -1.54 1.33 1.21
C9 -1.78 -1.35 -1.99
C10 0.35 -3.49 -0.79
H14 0.12 -2.60 1.14
C11 1.02 -4.77 -0.27
H15 -0.23 -3.70 -1.69
H16 1.13 -2.75 -1.04
C12 0.01 -5.75 0.32
H17 1.58 -5.24 -1.09
H18 1.76 -4.49 0.50
C13 -0.89 -5.10 1.37
H19 -0.61 -6.16 -0.49
H20 0.54 -6.60 0.76
C14 -1.59 -3.84 0.85
H21 -1.64 -5.82 1.72
H22 -0.29 -4.82 2.24
H23 -2.32 -4.10 0.06
H24 -2.14 -3.37 1.67
C15 -2.39 -0.03 -2.50
H25 -0.84 -1.52 -2.56
C16 -2.67 -0.10 -4.00
H26 -3.32 0.19 -1.95
H27 -1.69 0.80 -2.30
C17 -3.53 -1.31 -4.37
H28 -3.15 0.83 -4.32
H29 -1.71 -0.17 -4.53
C18 -2.97 -2.62 -3.80
H30 -4.55 -1.16 -3.99
H31 -3.61 -1.39 -5.45
C19 -2.70 -2.54 -2.29
H32 -3.65 -3.45 -4.00
H33 -2.02 -2.85 -4.30
H34 -3.65 -2.42 -1.74
H35 -2.25 -3.48 -1.95
C20 0.24 2.38 -1.65
C21 0.98 1.42 -2.24
H36 -0.83 2.24 -1.44
C22 2.43 1.60 -2.58
H37 0.55 0.44 -2.52
C23 3.05 2.79 -1.85
H38 3.01 0.69 -2.35
H39 2.53 1.76 -3.67
C24 2.15 4.02 -1.86
H40 3.22 2.50 -0.80
H41 4.04 3.02 -2.27
C25 0.78 3.71 -1.24
H42 2.63 4.83 -1.31
H43 2.01 4.36 -2.90
H44 0.90 3.75 -0.15
H45 0.06 4.50 -1.50
O1 3.93 0.65 1.25
C26 3.45 1.71 1.71
O2 2.20 2.10 1.60
C27 4.27 2.68 2.50
C28 3.62 3.67 3.25
C29 4.34 4.64 3.93
C30 5.75 4.58 3.93
C31 6.42 3.56 3.21
C32 5.67 2.60 2.52
N1 6.47 5.55 4.68
O3 5.79 6.40 5.31
O4 7.72 5.51 4.70
H46 2.53 3.70 3.31
H47 3.85 5.44 4.48
H48 7.50 3.54 3.20
H49 6.16 1.77 2.00